Entry 1:
Density functional theory data (ωB97M-V with the def2-TZVPD basis set) for a molecular structure, C41H41CrO2P2 in a non-equilibrium geometry.

XYZ file:
```
87
Properties=species:S:1:pos:R:3:forces:R:3
Cr 0.226 0.024 0.664 3.84 -0.74 -4.84
P -0.744 -2.244 -0.104 0.40 -1.64 -0.14
C -0.709 0.148 2.235 -7.59 0.22 10.07
O -1.388 0.163 3.235 4.94 -0.07 -6.81
P -0.344 2.319 -0.139 -0.36 1.63 0.05
C -0.676 -3.172 1.468 -0.22 0.32 0.39
C 0.554 -3.089 -1.097 0.04 0.12 0.13
C -2.311 -2.769 -0.878 -1.26 0.66 0.11
C -1.990 3.134 -0.353 -0.96 -0.33 0.27
C 0.378 3.247 1.268 0.74 -0.54 -0.16
C 0.654 2.867 -1.557 0.24 -0.54 -0.50
C -1.728 -3.966 1.952 -0.14 0.02 -0.16
C -1.612 -4.626 3.173 0.95 0.34 0.02
C -0.418 -4.494 3.913 -0.55 -0.22 -0.03
C 0.623 -3.699 3.449 0.28 0.31 -0.37
C 0.491 -3.026 2.225 -0.37 -0.26 0.68
H -2.644 -4.076 1.368 0.31 0.03 0.17
H -2.425 -5.242 3.540 0.10 0.06 -0.02
H -0.315 -5.019 4.865 -0.03 0.17 -0.29
H 1.554 -3.593 4.024 -0.53 -0.09 -0.23
H 1.288 -2.379 1.877 0.07 -0.14 -0.07
C -3.539 -2.274 -0.355 0.98 -0.14 -0.09
C -4.747 -2.704 -0.877 -0.71 0.05 0.30
C -4.811 -3.645 -1.904 1.89 -0.18 -0.22
C -3.589 -4.143 -2.438 -1.11 0.65 0.66
C -2.371 -3.692 -1.937 0.83 -0.18 -0.10
H -3.511 -1.525 0.450 -0.22 -0.59 -0.34
H -5.680 -2.309 -0.458 0.41 -0.14 -0.16
H -5.753 -3.993 -2.295 -0.13 0.01 -0.02
H -3.620 -4.867 -3.242 0.11 0.03 0.04
H -1.438 -4.093 -2.372 -0.61 0.30 0.29
C 0.992 -4.380 -0.765 0.30 0.33 -0.51
C 1.997 -4.980 -1.545 -0.49 -1.07 1.35
C 2.547 -4.329 -2.607 0.86 1.22 -1.90
C 2.109 -3.031 -2.968 -0.92 -0.49 1.38
C 1.103 -2.418 -2.194 0.73 -0.69 -0.60
H 0.578 -4.921 0.077 0.01 0.07 -0.04
H 2.346 -5.996 -1.270 -0.30 0.79 -0.24
H 3.343 -4.790 -3.237 -0.72 0.27 0.72
H 2.523 -2.498 -3.803 0.19 0.00 -0.26
H 0.766 -1.421 -2.453 0.01 -0.02 0.00
C 1.740 3.589 1.281 -0.43 -0.12 -0.13
C 2.292 4.154 2.418 1.65 0.47 -0.41
C 1.529 4.405 3.525 -1.62 0.00 1.23
C 0.149 4.052 3.533 1.06 0.23 0.03
C -0.393 3.453 2.412 -0.47 -0.08 0.15
H 2.370 3.430 0.411 -0.19 0.06 0.19
H 3.372 4.440 2.413 -1.06 -0.31 0.01
H 1.948 4.864 4.429 -0.07 -0.18 -0.51
H -0.472 4.244 4.408 0.23 -0.05 -0.22
H -1.439 3.141 2.417 0.17 0.21 -0.01
C -3.183 2.574 0.161 1.01 -0.17 -0.01
C -4.401 3.220 -0.013 -0.74 -1.27 0.93
C -4.475 4.453 -0.592 0.22 1.57 -0.85
C -3.297 5.068 -1.072 -0.34 -0.46 0.26
C -2.080 4.395 -0.979 -0.12 -0.13 0.12
H -3.153 1.616 0.705 -0.10 0.64 -0.33
H -5.319 2.717 0.350 0.68 0.45 -0.21
H -5.439 4.984 -0.693 0.66 -0.45 0.07
H -3.343 6.064 -1.521 0.07 -0.43 0.13
H -1.199 4.866 -1.386 -0.02 0.01 -0.05
C 1.116 4.187 -1.657 -0.15 0.03 0.19
C 1.879 4.584 -2.749 0.16 1.07 0.41
C 2.222 3.684 -3.732 0.05 -1.14 -0.70
C 1.763 2.353 -3.662 -0.38 0.52 0.71
C 0.965 1.951 -2.581 0.30 0.46 -0.09
H 0.887 4.917 -0.877 0.11 -0.27 -0.26
H 2.227 5.635 -2.807 -0.27 -0.84 0.03
H 2.847 3.980 -4.581 -0.28 -0.04 0.40
H 2.009 1.640 -4.433 0.06 0.00 -0.10
H 0.597 0.927 -2.518 0.13 0.17 -0.06
H -2.764 0.099 -0.390 0.16 0.09 -0.77
H -2.732 0.094 -1.142 0.06 0.08 0.39
C 2.761 0.288 2.008 -0.57 0.05 0.56
C 3.052 -0.194 0.620 -2.27 -0.89 -1.84
C 3.681 0.816 -0.264 0.16 0.83 -1.04
C 3.681 -1.545 0.563 0.25 -0.82 -0.11
O 1.755 -0.458 -0.219 -1.42 0.89 2.31
H 3.724 0.475 2.468 0.16 0.15 0.31
H 2.241 -0.432 2.657 0.21 -0.16 -0.24
H 2.200 1.229 2.061 0.15 0.11 -0.20
H 4.663 1.066 0.115 0.36 0.21 -0.09
H 3.741 0.422 -1.299 0.25 0.12 0.64
H 3.059 1.730 -0.345 0.43 -0.50 0.23
H 3.159 -2.284 1.191 0.27 0.35 -0.07
H 3.646 -1.942 -0.466 0.21 0.30 0.39
H 4.708 -1.452 0.898 0.32 -0.25 0.06
```
Forces are in eV/Å.

Properties
Kohn-Sham gap (alpha / beta) = 5.836 / 6.339 eV
E_HOMO (alpha / beta) = -14.2 / -14.2 eV
2S+1 = 4
Total charge = +2

Entry 2:
Density functional theory data (ωB97M-V with the def2-TZVPD basis set) for a molecular structure, C41H41CsN8O3S2.

XYZ file:
```
96
Properties=species:S:1:pos:R:3:forces:R:3
Cs -1.436 -1.282 0.771 0.50 -0.47 0.28
C -4.262 1.457 -0.643 0.00 -0.03 0.03
C -3.980 0.876 0.718 -0.21 0.31 -0.03
N -3.061 1.453 1.401 -0.12 0.06 -0.14
N -2.799 0.855 2.631 0.14 0.00 0.21
C -1.624 1.107 3.119 0.02 -0.26 0.07
S -0.892 0.198 4.370 -0.07 0.20 -0.11
S -0.474 2.284 2.347 0.09 -0.03 0.06
C -1.445 3.796 2.081 0.11 0.06 -0.09
C -0.956 4.946 2.931 -0.06 0.03 -0.12
C -0.565 4.764 4.255 0.03 0.03 0.05
C -0.126 5.840 5.015 -0.01 -0.05 -0.01
C -0.061 7.114 4.465 -0.01 0.01 -0.03
C -0.453 7.308 3.148 0.00 0.01 0.04
C -0.899 6.231 2.392 0.01 -0.02 0.05
C -4.851 -0.254 1.128 -0.13 0.08 0.23
C -5.736 -0.132 2.193 0.04 0.07 -0.07
C -6.650 -1.132 2.491 -0.01 0.02 0.02
C -6.654 -2.281 1.701 -0.03 -0.05 0.00
C -5.762 -2.443 0.661 0.03 -0.04 -0.04
C -4.791 -1.449 0.351 0.21 0.03 0.00
O -3.859 -1.605 -0.518 -0.40 -0.13 -0.40
H -3.518 2.213 -0.895 -0.01 0.01 0.00
H -4.259 0.653 -1.382 -0.01 0.01 0.00
H -5.256 1.914 -0.649 0.00 -0.01 -0.01
H -1.376 4.064 1.025 -0.09 0.02 -0.02
H -2.489 3.568 2.277 0.01 -0.03 0.07
H -0.585 3.765 4.674 0.00 0.00 0.00
H 0.177 5.679 6.042 -0.01 0.00 0.00
H 0.294 7.949 5.059 0.00 0.00 -0.01
H -0.409 8.298 2.709 0.00 -0.01 -0.01
H -1.212 6.387 1.365 0.01 -0.02 -0.02
H -5.698 0.767 2.799 0.00 0.00 -0.01
H -7.332 -1.028 3.326 0.00 0.00 0.00
H -7.361 -3.076 1.919 0.00 0.00 0.00
H -5.749 -3.355 0.075 0.01 0.01 -0.01
O 5.189 -6.164 0.076 0.01 0.01 0.01
C 5.956 -5.064 0.028 -0.10 0.03 -0.07
O 7.156 -5.174 0.103 0.05 -0.01 0.03
C 5.268 -3.746 -0.126 0.26 0.09 0.06
C 6.046 -2.588 -0.035 -0.09 -0.10 -0.01
C 5.461 -1.343 -0.156 -0.06 0.08 -0.01
C 4.083 -1.234 -0.381 0.16 0.03 0.11
C 3.315 -2.380 -0.492 -0.10 -0.19 -0.05
C 3.906 -3.625 -0.354 -0.11 0.01 -0.02
N 3.465 0.020 -0.536 -0.06 0.04 -0.14
C 3.420 0.811 0.445 0.06 0.00 0.08
C 2.789 2.152 0.373 -0.01 -0.04 -0.07
C 2.834 2.964 1.496 0.00 0.08 0.14
C 2.217 4.205 1.456 0.00 -0.03 -0.01
C 1.575 4.579 0.292 -0.02 0.00 -0.07
C 1.582 3.695 -0.784 0.01 -0.01 0.05
N 2.178 2.512 -0.759 0.00 -0.01 -0.02
H 4.237 -5.964 0.039 0.01 -0.04 0.03
H 7.109 -2.691 0.137 0.00 0.00 0.00
H 6.057 -0.440 -0.096 0.01 -0.02 0.01
H 2.245 -2.341 -0.660 -0.04 0.05 0.03
H 3.253 -4.484 -0.449 -0.05 0.02 0.02
H 3.834 0.536 1.424 -0.01 0.02 -0.02
H 3.307 2.607 2.402 0.00 0.00 -0.01
H 2.198 4.850 2.325 0.01 -0.02 0.02
H 1.054 5.524 0.221 0.00 0.00 -0.01
H 1.066 3.948 -1.706 0.01 0.00 0.00
C -1.680 -1.112 -2.929 0.11 0.03 -0.05
N -0.604 -0.485 -2.156 -0.02 -0.04 0.16
C -0.668 0.963 -2.329 -0.03 -0.03 -0.05
N -0.530 1.348 -3.744 0.01 0.01 0.02
C -1.601 0.679 -4.490 -0.02 -0.03 -0.02
N -1.566 -0.780 -4.362 0.02 -0.01 0.04
C -0.252 -1.240 -4.825 -0.04 0.00 0.02
N 0.857 -0.636 -4.085 -0.03 0.00 0.03
C 0.684 -0.964 -2.658 0.02 0.02 -0.05
C 0.756 0.819 -4.219 0.01 -0.01 -0.01
H -2.645 -0.787 -2.538 -0.04 0.01 -0.01
H -1.619 -2.194 -2.800 0.01 -0.01 -0.01
H 0.138 1.421 -1.754 0.02 0.00 -0.01
H -1.627 1.323 -1.951 -0.02 0.01 -0.02
H -1.507 0.939 -5.549 0.00 0.01 0.00
H -2.564 1.038 -4.121 0.00 0.01 0.00
H -0.147 -0.990 -5.885 0.00 0.00 -0.01
H -0.203 -2.325 -4.712 0.01 0.00 0.01
H 1.488 -0.487 -2.094 0.00 0.01 -0.01
H 0.735 -2.045 -2.511 0.00 -0.01 -0.03
H 0.876 1.085 -5.274 0.00 0.01 0.00
H 1.558 1.280 -3.639 0.00 0.00 0.00
C 1.982 -6.791 0.050 0.08 -0.04 -0.02
C 1.652 -6.331 -1.223 -0.07 0.03 -0.02
C 0.963 -5.125 -1.370 -0.01 -0.10 0.07
C 0.564 -4.299 -0.298 -0.06 0.32 0.02
C 0.943 -4.810 0.963 0.03 -0.17 -0.09
C 1.623 -6.015 1.150 -0.02 0.09 0.03
H 2.488 -7.743 0.183 0.00 0.04 0.00
H 1.925 -6.923 -2.094 -0.01 0.02 0.01
H 0.721 -4.822 -2.391 0.03 -0.01 -0.01
H 0.695 -4.248 1.865 0.01 0.00 0.00
H 1.874 -6.357 2.153 -0.01 0.02 -0.02
```
Forces are in eV/Å.

Properties
Relative energy (zero: lowest compared OMol25 entry of this formula, charge and spin) = 0.0 kcal/mol
Kohn-Sham gap = 5.489 eV
E_HOMO = -1.9 eV
Total charge = -2